Run w
DFT (wB97M-V/def2-TZVPD) results for an isolated molecule of C2HClF2O2.

```
8
Properties=species:S:1:pos:R:3
C 1.53 -0.24 -0.28
C -1.04 0.15 0.19
O 0.15 -0.18 -0.60
O 2.07 0.03 0.70
F -1.52 -0.94 0.92
F -0.65 0.98 1.20
Cl -2.35 0.74 -0.81
H 1.81 -0.54 -1.32
```

As for the molar mass: 130.48 g mol⁻¹. The calculation puts the LUMO energy at 0.711 eV. As for the HOMO-LUMO gap: 12.522 eV. For the HOMO energy, the calculation gives -11.81 eV. The SMILES is O=COC(F)(F)Cl.

***

Run x
DFT (wB97M-V/def2-TZVPD) results for a cluster of 2 separate species, C2HClF2O2 in total.

```
8
Properties=species:S:1:pos:R:3
C -1.05 0.47 0.13
C -0.84 -0.82 0.04
O 1.95 0.67 -0.52
O 1.12 1.26 0.32
F -1.77 -1.76 -0.16
F 0.34 -1.41 0.18
Cl -2.14 1.65 0.02
H 2.39 -0.05 -0.02
```

As for the molar mass: 130.48 g mol⁻¹. The calculation puts the LUMO energy (alpha / beta) at -1.710 / -1.710 eV. As for the HOMO-LUMO gap (alpha / beta): 7.504 / 7.507 eV. For the HOMO energy (alpha / beta), the calculation gives -9.21 / -9.22 eV.

***

Which structure is the least stable? The one labeled run x.